The following is a quantum chemistry calculation of a structure of composition C45H53CaCl2N4O6SSe, from OMol25.

```
113
Properties=species:S:1:pos:R:3:forces:R:3
Ca 2.695 0.289 -0.162 -0.21 -0.01 0.42
C -2.309 5.461 2.792 -0.01 0.01 0.00
C -3.130 4.350 2.122 -0.03 0.02 0.02
C -4.197 3.849 3.106 0.01 -0.01 -0.01
C -3.844 4.948 0.910 0.02 -0.02 0.00
C -2.202 3.205 1.729 0.05 -0.08 0.06
C -2.050 2.750 0.431 0.07 -0.06 -0.04
C -1.133 1.747 0.136 -0.31 0.26 -0.13
Se -1.098 1.032 -1.640 0.11 -0.20 0.04
C -1.920 -0.620 -1.047 -0.37 0.41 -0.01
C -3.265 -0.563 -0.731 -0.05 0.02 -0.02
C -3.907 -1.603 -0.071 0.09 -0.05 0.00
C -3.148 -2.721 0.248 0.02 0.08 -0.05
C -1.786 -2.835 -0.045 -0.01 -0.05 0.02
C -1.206 -1.760 -0.716 0.26 -0.12 -0.05
O 0.163 -1.776 -0.956 0.38 -0.01 0.09
C -1.066 -4.114 0.414 0.01 -0.04 0.07
C -1.344 -4.341 1.914 0.00 0.02 -0.07
C 0.459 -4.101 0.265 0.04 -0.05 -0.03
C -1.616 -5.298 -0.396 0.01 0.01 0.03
C -5.371 -1.445 0.331 -0.04 -0.01 -0.01
C -5.494 -0.241 1.278 -0.01 -0.01 0.00
C -6.225 -1.200 -0.921 0.02 0.01 0.01
C -5.912 -2.680 1.050 0.01 0.00 -0.01
C -0.293 1.156 1.104 0.14 0.12 0.29
O 0.662 0.366 0.754 0.20 -0.29 -0.09
C -0.575 1.496 2.466 -0.10 -0.02 -0.05
C -1.471 2.525 2.711 -0.05 0.03 -0.08
C 0.006 0.766 3.692 0.08 0.04 0.04
C -1.172 0.243 4.535 0.02 0.01 0.02
C 0.894 -0.448 3.389 -0.02 -0.02 -0.04
C 0.844 1.741 4.535 0.00 -0.02 -0.03
H -2.954 6.294 3.084 0.00 0.00 0.00
H -1.544 5.835 2.108 0.00 0.00 0.00
H -1.803 5.093 3.686 0.00 0.00 0.00
H -4.871 4.663 3.390 0.00 0.00 0.00
H -3.745 3.453 4.017 0.00 0.00 0.00
H -4.790 3.051 2.654 0.00 0.01 0.00
H -4.486 5.772 1.232 0.00 0.00 0.00
H -4.473 4.208 0.411 -0.01 0.00 0.00
H -3.131 5.338 0.181 0.00 0.00 0.00
H -2.636 3.158 -0.383 0.00 0.03 0.00
H -3.793 0.354 -0.962 -0.02 -0.02 0.00
H -3.624 -3.545 0.758 0.01 -0.03 0.03
H -1.010 -3.482 2.498 0.00 -0.01 0.00
H -0.795 -5.221 2.255 0.01 0.00 0.00
H -2.399 -4.511 2.130 -0.03 0.03 -0.02
H 0.901 -3.256 0.792 0.03 0.00 0.01
H 0.784 -4.066 -0.775 -0.02 -0.01 0.06
H 0.851 -5.020 0.706 0.00 -0.02 0.00
H -2.694 -5.406 -0.268 0.00 0.00 0.00
H -1.138 -6.226 -0.072 0.00 0.00 0.00
H -1.413 -5.162 -1.461 0.00 0.00 0.00
H -5.135 0.677 0.811 0.01 0.00 0.00
H -4.905 -0.402 2.183 0.01 0.01 0.00
H -6.539 -0.093 1.566 0.00 0.00 0.00
H -5.920 -0.291 -1.439 0.00 -0.01 -0.01
H -7.277 -1.095 -0.645 0.00 0.00 0.00
H -6.132 -2.034 -1.620 -0.01 0.00 0.00
H -5.360 -2.883 1.970 -0.01 0.00 0.00
H -5.866 -3.568 0.415 0.00 0.00 0.01
H -6.957 -2.515 1.319 0.00 0.00 0.00
H -1.629 2.815 3.744 0.01 0.00 0.01
H -1.769 -0.461 3.949 0.00 0.00 0.00
H -1.832 1.045 4.869 0.01 -0.01 0.01
H -0.795 -0.278 5.419 0.00 0.01 0.00
H 0.370 -1.184 2.774 0.02 0.03 -0.02
H 1.158 -0.920 4.341 -0.03 0.00 0.01
H 1.819 -0.176 2.887 -0.01 0.01 -0.01
H 0.257 2.591 4.889 -0.03 0.01 -0.03
H 1.680 2.126 3.950 0.01 0.00 0.00
H 1.252 1.225 5.409 0.00 0.00 0.00
O 4.347 3.079 -2.505 -0.05 0.03 -0.12
S 3.541 1.880 -2.595 0.61 0.08 -0.47
O 2.257 1.942 -1.902 -0.27 0.27 0.24
N 4.251 0.622 -2.006 -0.31 -0.13 -0.11
C 4.845 -0.445 -2.623 0.33 0.10 -0.26
C 5.577 -0.409 -3.799 -0.15 0.12 0.15
C 6.166 -1.563 -4.340 0.02 -0.18 0.03
C 6.088 -2.769 -3.701 0.04 0.12 -0.10
C 5.396 -2.850 -2.472 -0.10 0.11 0.11
C 5.324 -4.043 -1.719 -0.03 -0.01 0.08
C 4.679 -4.052 -0.516 0.05 -0.04 -0.07
C 4.064 -2.865 -0.076 -0.04 0.08 0.00
N 4.072 -1.752 -0.763 0.04 -0.09 -0.02
C 4.754 -1.705 -1.938 0.16 -0.26 -0.08
C 3.151 1.671 -4.322 -0.03 -0.02 0.16
C 3.983 2.222 -5.284 0.02 0.03 -0.01
C 3.679 2.046 -6.626 0.00 0.00 0.00
C 2.548 1.329 -6.992 -0.01 -0.01 0.00
C 1.707 0.805 -6.020 0.01 0.01 0.00
C 2.002 0.981 -4.676 -0.03 0.01 -0.02
H 5.719 0.537 -4.299 -0.01 0.00 0.00
H 6.713 -1.477 -5.271 0.00 -0.01 0.00
H 6.563 -3.657 -4.101 0.00 0.01 -0.01
H 5.806 -4.934 -2.105 -0.01 -0.01 0.01
H 4.627 -4.941 0.097 0.01 0.00 0.00
H 3.557 -2.836 0.883 -0.05 -0.01 0.01
H 4.847 2.794 -4.971 0.00 -0.01 -0.01
H 4.321 2.476 -7.384 0.00 -0.01 0.00
H 2.315 1.190 -8.041 0.00 0.01 0.00
H 0.813 0.266 -6.306 0.00 0.00 0.00
H 1.340 0.614 -3.904 0.03 -0.02 -0.03
O 1.665 -1.129 -2.280 -0.40 -0.27 0.16
N 0.515 -1.405 -2.231 0.05 0.19 -0.28
O 5.804 -0.628 3.094 -0.01 0.00 0.01
C 4.969 -0.186 2.355 0.00 0.01 -0.02
N 4.141 0.251 1.624 -0.03 -0.04 0.15
Cl 2.558 6.118 0.264 -0.02 0.03 0.00
C 3.380 4.543 0.278 0.01 -0.09 -0.03
Cl 2.419 3.307 1.096 -0.09 0.03 0.08
H 4.310 4.660 0.820 0.01 -0.01 -0.01
H 3.545 4.230 -0.747 0.00 0.01 0.00
```
Positions in Å, forces in eV/Å.

ΔE to the lowest compared entry with this formula, charge and spin: 62.4 kJ/mol
LUMO energy: 2.1 eV
Kohn-Sham gap: 6.78 eV
charge: -1